No. 1
The following is a quantum chemistry calculation of C9H14N2 in the gas phase, from OMol25.

Calculated values
SMILES: C/C(=C/C(C)C)n1cccn1
Frontier orbital gap (eV): 8.955
F_max (eV/A): 9.6
Spin multiplicity: 1

XYZ file:
```
25
Properties=species:S:1:pos:R:3:forces:R:3
C -0.015813 -1.892796 -2.616274 0.0 -0.7 -0.8
C -0.984901 -1.034334 -3.233139 1.5 -0.2 1.7
C 0.028888 -1.516149 -1.287389 -0.3 0.2 -0.5
C -0.256563 0.659719 0.997241 -4.0 -3.4 -8.1
C -1.247659 0.286944 -0.080997 4.4 0.8 4.2
C -2.678245 0.671241 -0.126325 3.5 4.6 1.1
C 1.589690 -0.509380 2.126561 -1.8 -3.4 0.2
C 1.916896 1.749759 1.423251 -2.2 0.3 0.7
C 1.174912 0.445577 1.010529 3.0 0.0 -1.7
N -1.420566 -0.147175 -2.362541 -1.0 0.0 -1.3
N -0.863245 -0.424856 -1.210643 2.5 -1.8 1.0
H 0.533165 -2.704850 -3.164937 -0.6 0.9 1.0
H -1.306166 -1.029151 -4.231416 -0.4 0.1 -1.1
H 0.571315 -2.010768 -0.442928 -0.8 1.0 -0.8
H -0.691316 1.061725 1.792160 -1.8 1.8 3.5
H -2.591130 1.677930 -0.694133 -0.9 -1.3 1.1
H -3.282748 0.078394 -0.656337 -2.1 -2.5 -1.7
H -2.901942 0.791157 0.907891 -1.1 0.5 0.6
H 2.664012 -0.918595 2.201908 -1.7 1.0 -0.3
H 1.220675 -0.060257 3.052761 0.7 0.2 0.2
H 0.827438 -1.413275 2.103429 1.8 1.1 -0.2
H 2.886850 1.365554 1.687548 0.7 0.9 0.1
H 1.367161 2.306749 2.294161 1.2 -1.3 -1.2
H 1.826379 2.427421 0.598060 0.8 0.6 -0.4
H 1.632913 0.139417 -0.088442 -1.3 0.6 2.8
```
Forces are in eV/Å.


No. 2
The following is a quantum chemistry calculation of 9 unconnected molecules or ions with the total composition C5H28NO9, from OMol25.

Calculated values
Frontier orbital gap (eV): 8.022
F_max (eV/A): 3.9
Total charge: -1
Spin multiplicity: 1

XYZ file:
```
43
Properties=species:S:1:pos:R:3:forces:R:3
C -1.699873 -0.656826 -0.127064 0.7 -0.8 -1.6
C -1.718545 0.130775 1.165363 -0.5 0.6 0.4
C -0.871506 -0.596657 2.191202 -0.7 -0.1 2.2
C -1.682971 -1.721154 2.824718 0.4 -3.4 -1.8
N -1.159035 1.426877 0.948101 -1.3 2.5 0.5
C 0.287892 1.773695 0.893158 -1.6 0.6 -0.7
O 0.821851 1.126291 -0.174775 1.8 0.0 0.8
H -2.504580 -1.358907 -0.277163 -0.7 -0.2 0.2
H -1.651818 -0.027244 -1.071827 -0.1 -0.6 1.4
H -0.786690 -1.306171 -0.102214 -0.6 0.7 -0.4
H -2.840125 0.278416 1.552252 2.1 -0.6 -0.6
H -0.008218 -1.023758 1.684615 0.1 0.1 0.1
H -0.503672 0.045196 3.035445 -0.3 -0.1 -1.0
H -1.080453 -2.585144 3.231683 -0.2 1.1 -0.1
H -2.216631 -2.273389 1.992583 0.5 0.5 0.5
H -2.496676 -1.590824 3.499874 -0.3 1.1 0.8
H -1.719302 1.870283 0.184719 1.3 -0.2 0.9
H 0.200786 2.980798 0.647745 0.7 -2.6 1.3
H 0.824219 1.454421 1.901427 -1.1 1.1 -1.6
H 3.164492 0.679953 1.116521 -1.5 -0.2 -0.6
H 3.270435 1.808158 2.244392 -0.3 -0.7 -0.8
O 3.733976 1.194609 1.650570 1.8 1.0 1.4
H -0.470301 -3.592803 -1.453460 -0.7 2.2 0.2
H 0.937089 -4.172686 -1.895702 -0.6 0.7 0.6
O 0.024020 -4.354033 -1.606564 0.8 -3.1 -0.5
H 1.722039 -0.339081 -0.026789 0.0 -0.2 -0.4
H 3.092029 -1.180735 -0.205822 -1.1 0.3 0.4
O 2.110332 -1.272247 -0.164843 1.1 0.7 0.5
H -3.610693 1.939275 1.728931 -0.2 1.2 -0.2
H -4.379848 2.235277 0.512377 -0.5 -0.1 -1.0
O -4.096525 2.685534 1.294441 0.7 -0.9 1.2
H 2.648746 -2.418860 -1.408583 -0.9 -0.6 -0.3
H 2.419196 -2.948081 -2.842966 0.1 -0.1 0.3
O 2.389038 -3.221844 -1.912787 1.0 0.4 -0.8
H 0.841155 -0.842823 -1.872300 0.3 -0.6 0.2
H 0.374676 0.539466 -1.569179 0.1 0.6 0.9
O 0.547420 -0.054365 -2.308817 -0.3 -0.2 -2.2
H 0.071023 3.108329 -2.959394 0.1 -0.4 -0.1
H 0.241679 1.750606 -3.720025 -0.1 0.1 0.4
O -0.127740 2.643342 -3.785778 0.0 0.2 -0.2
H 1.743674 2.313109 -0.885997 0.3 0.2 -0.8
H 1.989762 2.586494 -2.393868 0.1 -0.2 -0.2
O 2.169677 2.966729 -1.534210 -0.3 0.0 0.7
```
Forces are in eV/Å.


No. 3
The following is a quantum chemistry calculation of 2 unconnected molecules or ions with the total composition C31H37BO3S2, from OMol25.

Calculated values
Frontier orbital gap (eV): 2.717
F_max (eV/A): 4.5
Spin multiplicity: 1

XYZ file:
```
74
Properties=species:S:1:pos:R:3:forces:R:3
C 3.730261 2.762894 -0.269484 0.1 0.0 0.0
C 2.353617 2.865009 0.254989 -0.1 0.4 0.8
C 1.932828 2.881967 1.602618 -0.5 -0.1 -0.2
C 0.552148 2.861834 1.739348 0.4 -0.3 1.1
C -0.142890 2.462858 0.466419 0.0 3.9 -0.6
B 0.953395 -2.407582 0.162536 -2.4 1.7 0.4
C -1.513620 3.060605 0.209781 0.2 0.5 1.2
C -2.392264 3.485482 1.176011 0.1 0.0 -0.7
C -3.623576 3.954711 0.620178 0.3 -0.2 -0.7
C -3.659461 3.885176 -0.758916 0.7 0.0 1.2
C -4.743636 4.343917 -1.659740 -0.1 0.1 -0.4
S -2.141344 3.289870 -1.361810 -0.7 -0.2 -0.1
O 1.418266 -2.514559 -1.063626 0.2 -0.4 -0.3
C 2.793109 -2.981185 -0.870311 0.4 0.1 -0.1
C 2.910050 -4.187063 -1.765344 0.3 -0.4 -0.1
C 3.697436 -1.858743 -1.365955 0.3 0.1 0.0
C 2.876819 -3.272706 0.696147 0.3 -0.3 0.0
C 2.696229 -4.728195 1.115797 0.1 -0.3 0.0
C 4.074958 -2.716050 1.420546 0.6 0.2 -0.1
O 1.703252 -2.575906 1.238576 0.4 -0.3 0.2
S 1.041069 3.250280 -0.767741 -0.3 0.1 -0.1
H 4.443784 2.734589 0.558427 0.0 0.0 -0.1
H 3.851768 1.842048 -0.862000 0.1 0.2 0.0
H 3.949584 3.622499 -0.916032 0.2 -0.2 0.0
H 2.669667 2.947231 2.409513 -0.4 -0.1 -0.1
H 0.007590 2.939535 2.686039 0.3 -0.1 -0.4
H -2.167885 3.446896 2.235936 -0.1 0.0 -0.2
H -4.448677 4.332809 1.211406 0.0 0.0 -0.1
H -5.641069 4.575385 -1.078087 0.1 0.0 -0.1
H -4.425760 5.253836 -2.185499 -0.2 -0.2 0.0
H -4.994777 3.582502 -2.408254 0.0 0.2 0.1
H 3.930514 -4.581530 -1.740783 -0.1 -0.1 0.0
H 2.213318 -4.978903 -1.469340 0.2 0.2 -0.1
H 2.684940 -3.892315 -2.797005 0.0 0.0 0.2
H 4.733685 -2.214135 -1.434080 -0.1 0.1 0.1
H 3.392054 -1.556170 -2.376714 -0.1 -0.2 0.3
H 3.676266 -0.962978 -0.728592 -0.1 -0.3 -0.2
H 3.561999 -5.334251 0.831260 -0.1 0.0 -0.1
H 2.636656 -4.759493 2.210379 -0.1 0.1 -0.2
H 1.789027 -5.199773 0.718581 0.2 0.2 0.0
H 4.946400 -3.353156 1.228862 0.0 0.2 0.0
H 4.324100 -1.691464 1.123726 -0.1 -0.2 0.1
H 3.872938 -2.730771 2.497290 0.0 0.0 -0.2
C -2.716110 -1.548201 -5.138349 0.8 0.5 0.3
O -1.595946 -0.668340 -4.875852 -0.2 -0.6 -0.3
C -1.147141 -0.496543 -3.603183 -0.3 0.2 0.7
C -0.014503 0.327502 -3.423510 -0.9 -0.5 -0.4
C 0.306246 0.775300 -2.158047 0.4 -0.1 -0.5
C -0.473495 0.440140 -1.050782 0.5 -0.6 0.2
C -0.118851 1.016917 0.321457 0.2 -4.5 -0.3
C -0.960846 0.419936 1.452318 0.3 -0.2 -0.3
C -2.356452 0.471192 1.432673 -0.2 0.2 0.4
C -3.067370 0.284392 2.618605 0.3 0.0 -0.3
C -2.397124 0.025404 3.811535 0.0 -0.1 0.0
C -3.159724 0.046117 5.104397 -0.1 0.0 0.3
C -1.022374 -0.208590 3.775754 -0.1 0.0 0.0
C -0.308036 -0.054592 2.590040 -0.1 0.3 0.2
C -1.350206 -0.634510 -1.205082 -0.5 0.0 -0.2
C -1.757594 -1.064704 -2.467683 0.4 0.3 -0.7
H -2.679809 -1.697317 -6.220316 -0.2 -0.1 0.3
H -2.589632 -2.502907 -4.609674 -0.1 0.2 -0.2
H -3.665991 -1.073508 -4.850093 0.3 -0.1 0.0
H 0.545163 0.638432 -4.299339 0.0 0.0 0.1
H 1.220671 1.367072 -2.046113 -0.7 -0.4 -0.1
H 0.909583 0.659233 0.486698 -0.1 0.3 0.2
H -2.892105 0.708512 0.510699 0.2 0.1 0.3
H -4.148870 0.407028 2.630766 0.1 -0.1 -0.1
H -2.733535 -0.633259 5.848169 0.0 0.1 -0.1
H -3.148685 1.055170 5.538964 0.0 -0.2 -0.1
H -4.208214 -0.225594 4.945880 0.1 0.0 0.1
H -0.502406 -0.457723 4.699156 -0.1 -0.1 -0.2
H 0.765012 -0.261118 2.557644 -0.3 0.3 0.1
H -1.720967 -1.176387 -0.337655 -0.2 0.4 -0.2
H -2.533465 -1.824091 -2.574159 0.3 0.2 0.1
```
Forces are in eV/Å.


no.,HOMO level (eV)
1,-8.037
2,-5.122
3,-4.638